208
Properties=species:S:1:pos:R:3:forces:R:3:mulliken_charge:R:1 method="wB97M-V/def2-TZVPD" total_energy_ha=-5129.113371 orbital_gap_ha=0.3914 lumo_ev=-5.39 largest_force_ha_per_bohr=0.0771 homo_energy_ha=-0.5895 total_charge=+4
C 2.0614 -2.2756 -2.4133 -0.5 -2.5 0.6 -0.985
N 3.5158 -2.2310 -2.5319 0.7 0.8 -1.1 0.840
C 4.0580 -1.1930 -1.6003 1.1 -0.1 0.4 -0.715
C 4.0142 -3.5864 -2.2672 -2.0 -1.7 2.1 -0.902
C 3.9029 -1.8395 -3.9702 -1.1 -1.2 0.0 -0.199
C 3.4209 -2.8294 -5.0414 0.6 -0.2 0.8 -0.668
O 4.2049 -4.0322 -4.9921 -0.1 1.1 1.3 -0.532
H 1.7354 -3.0576 -3.0899 -0.3 0.1 -0.1 0.275
H 1.5679 -1.3864 -2.6301 -0.4 1.7 -0.4 0.162
H 1.7848 -2.6804 -1.4370 0.2 0.4 0.1 0.341
H 3.6091 -0.2233 -1.8954 0.2 -0.7 0.5 0.084
H 5.1807 -1.1432 -1.7061 -1.2 -0.1 0.0 0.321
H 3.8246 -1.5383 -0.5678 0.0 0.6 -0.7 0.345
H 5.0473 -3.6780 -2.4045 1.5 0.2 -0.2 0.434
H 3.5162 -4.2918 -2.9543 0.3 0.5 0.4 0.410
H 3.7256 -3.9122 -1.1964 0.5 0.8 -1.6 0.141
H 4.9615 -1.8639 -4.0557 1.0 0.5 0.4 0.550
H 3.4400 -0.8807 -4.1614 0.2 0.3 0.0 0.069
H 3.5517 -2.2744 -5.9598 -0.2 -0.1 -0.5 0.557
H 2.3826 -3.0480 -4.8389 -0.4 -0.1 -0.6 0.263
H 4.3081 -4.4701 -5.8159 -0.1 -0.3 -1.3 0.326
C -6.2082 7.4003 -3.5908 0.9 1.4 -1.5 -1.075
N -4.8730 7.5282 -2.9133 -1.4 -0.3 0.6 0.184
C -5.1009 7.0046 -1.4526 0.5 -1.3 -2.9 -0.784
C -3.9549 6.6182 -3.6600 0.7 1.1 -0.4 -1.298
C -4.2894 8.9561 -2.8924 0.7 -1.4 -2.1 -0.506
C -5.2844 10.0809 -2.8278 0.1 -0.3 -1.8 -0.737
O -6.1082 9.9045 -1.7123 -0.1 0.5 0.1 -0.467
H -6.8902 8.0504 -3.1133 -0.6 1.0 0.4 0.440
H -6.6439 6.4401 -3.4668 0.2 -1.1 -0.1 0.433
H -6.0790 7.6731 -4.6751 -0.3 -0.3 1.1 0.385
H -4.1035 6.9418 -1.0841 0.6 -0.5 0.7 0.327
H -5.5606 5.9892 -1.6780 0.5 1.3 1.1 0.383
H -5.6659 7.7143 -0.8960 -0.7 0.3 0.2 0.290
H -4.4110 5.6685 -3.7255 -0.2 -1.3 0.6 0.543
H -2.9297 6.6287 -3.2569 -0.6 -0.2 0.0 0.487
H -3.9623 6.9354 -4.7067 0.3 0.4 0.2 0.394
H -3.6719 8.9990 -3.8306 -0.8 0.3 0.7 0.402
H -3.5624 8.8339 -2.1333 0.6 0.6 1.2 0.448
H -5.8243 10.0662 -3.8318 0.0 0.0 1.3 0.299
H -4.7548 11.0410 -2.8836 0.1 -0.2 0.5 0.497
H -6.2298 10.7716 -1.3126 -0.3 -0.1 0.2 0.327
C 3.2244 5.3681 -1.0115 1.1 -2.4 1.3 -0.899
N 3.5737 5.6595 0.4269 1.7 0.8 -0.3 0.142
C 5.0212 5.3869 0.7264 -0.1 0.0 -1.6 -0.932
C 3.3417 7.1123 0.6645 0.1 -0.3 0.6 -0.835
C 2.7933 4.8984 1.4408 -1.9 0.1 -2.0 -0.657
C 2.9090 3.3990 1.2556 -0.9 -0.2 0.8 0.367
O 4.0546 2.9318 1.9142 -0.1 -0.1 0.3 -0.393
H 3.2686 4.2583 -1.1577 0.1 1.2 -0.2 0.312
H 3.8712 5.9003 -1.6623 1.0 0.3 -0.3 0.397
H 2.2631 5.6976 -1.1929 -2.1 0.6 -0.1 0.182
H 5.6575 5.9783 0.0605 -0.2 0.1 0.3 0.337
H 5.2075 4.3523 0.5194 0.1 -0.5 0.0 0.415
H 5.1797 5.5741 1.7622 0.3 0.3 0.7 0.410
H 3.5813 7.2593 1.7119 -0.1 0.4 0.1 0.440
H 2.2995 7.3211 0.4740 -0.2 0.3 -0.2 0.268
H 4.0323 7.6963 0.0734 -0.1 0.1 -0.3 0.379
H 1.7744 5.2410 1.1528 0.2 -0.5 0.8 0.286
H 3.0786 5.2590 2.4228 0.0 -0.2 0.1 0.402
H 2.9367 3.0981 0.2066 -0.2 0.1 0.0 -0.013
H 1.9586 2.9765 1.6710 0.7 0.1 -0.1 0.373
H 3.8659 2.0361 2.2253 0.3 -0.3 0.0 0.328
C -6.7362 -2.8344 6.2239 1.9 -0.4 -0.6 -0.727
N -6.7168 -1.6655 7.1226 -0.6 1.8 1.9 0.051
C -8.0615 -1.4885 7.8385 0.3 -1.0 -0.8 -1.028
C -5.6358 -1.6922 8.2849 -0.7 1.6 -2.8 -0.824
C -6.4714 -0.4336 6.2283 0.6 -0.8 -0.2 -0.142
C -6.0715 0.8648 6.8957 0.6 -0.2 1.2 -0.696
O -6.9932 1.1384 7.9735 -0.7 2.2 -1.0 -0.525
H -7.1784 -3.7377 6.6280 -0.3 0.2 0.4 0.352
H -5.6478 -3.0389 6.0771 -0.9 -0.1 -0.4 0.273
H -7.1909 -2.5822 5.2474 0.1 0.0 0.7 0.332
H -8.1267 -0.5957 8.4044 0.3 0.8 0.1 0.383
H -8.2261 -2.3006 8.5020 0.3 -1.0 0.6 0.435
H -8.8578 -1.5673 7.1257 -0.3 0.3 -0.7 0.442
H -5.9779 -0.8846 8.9334 0.3 -0.4 0.2 0.425
H -4.6724 -1.4157 7.8028 -0.6 -0.5 0.5 0.236
H -5.6576 -2.6571 8.6985 0.1 -1.1 0.7 0.405
H -7.3743 -0.3556 5.6532 -0.7 0.4 0.0 0.419
H -5.7228 -0.7330 5.4932 0.2 0.0 0.3 0.251
H -6.0367 1.6071 6.0948 -0.2 0.1 0.2 0.543
H -5.0252 0.8804 7.3472 -1.3 -0.4 -0.7 0.248
H -7.5373 1.9680 7.7773 1.2 -1.7 0.4 0.326
C -0.3559 -0.2097 0.0549 0.0 0.0 2.5 -0.683
N -1.4653 0.3555 -0.6666 -2.2 0.9 -0.7 1.303
C -1.2379 0.1450 -2.1223 0.3 1.1 -1.1 -0.562
C -2.7394 -0.3828 -0.2919 1.5 0.0 0.5 -1.637
C -1.7023 1.8065 -0.2885 1.3 -1.0 -0.1 -0.764
C -2.9652 2.4604 -0.6900 0.4 1.1 -0.4 -0.904
O -2.9418 2.8140 -2.0479 0.5 0.9 -0.9 -0.575
H -0.6392 -0.1988 1.1249 0.2 0.0 -0.4 0.261
H 0.5678 0.3349 -0.0244 0.3 0.3 -0.6 0.465
H -0.2801 -1.2312 -0.2319 0.5 -0.8 -0.3 -0.236
H -0.6086 0.9865 -2.5088 0.0 -1.0 0.4 0.159
H -2.1702 0.2521 -2.7023 0.3 -0.3 0.5 0.399
H -0.7836 -0.8527 -2.2099 -0.2 0.5 -0.4 0.017
H -3.0507 -0.0837 0.6942 0.0 0.1 0.4 0.732
H -2.4467 -1.4230 -0.2807 -0.5 -0.4 -0.3 0.158
H -3.4718 -0.1101 -1.0084 -0.7 -0.2 -0.6 0.579
H -0.9036 2.3894 -0.6893 0.7 0.3 -0.9 0.720
H -1.4718 1.8709 0.7465 -0.5 -0.2 1.3 0.449
H -2.9134 3.3782 -0.1163 -0.6 0.2 0.5 0.342
H -3.8768 1.9358 -0.5151 -0.5 -0.4 0.4 0.428
H -2.3927 3.6346 -2.1236 -0.6 -0.8 0.0 0.297
C 0.2569 -4.5275 3.4043 -0.7 -0.7 -0.2 -0.899
N -0.6834 -3.3655 3.3323 0.7 0.7 0.4 0.499
C -1.6422 -3.3560 4.4789 0.3 -0.3 0.5 -0.941
C 0.1540 -2.1074 3.4899 -0.7 0.3 -0.8 -0.452
C -1.3950 -3.4153 2.0453 0.5 -0.8 -1.3 1.515
C -2.4570 -4.4727 1.8808 -0.6 -0.2 -1.7 -1.310
O -2.0896 -5.8029 2.0063 0.4 -1.1 -0.3 -0.618
H -0.3643 -5.4062 3.4441 -0.2 -0.4 -0.5 0.471
H 0.7516 -4.5549 4.3479 0.7 0.6 0.6 0.446
H 0.9301 -4.5787 2.5361 -0.3 0.3 0.4 0.186
H -2.0891 -4.3633 4.5981 0.3 0.7 0.0 0.331
H -2.4018 -2.5646 4.3546 0.4 -0.4 -0.1 0.370
H -0.9785 -3.0998 5.3210 -0.7 -0.3 0.1 0.424
H 0.6902 -1.8818 2.5459 0.1 -0.5 0.9 -0.225
H 0.7305 -2.2408 4.3880 0.9 -0.2 -0.2 0.614
H -0.4820 -1.2627 3.7268 -0.5 0.0 -0.3 0.194
H -0.6314 -3.5383 1.2300 -0.7 0.3 0.8 -0.320
H -1.9955 -2.5469 1.9251 0.1 1.4 0.0 -0.550
H -2.7994 -4.3082 0.8380 0.1 0.1 0.3 0.509
H -3.3558 -4.3100 2.4475 -0.2 0.3 0.8 0.527
H -1.9203 -6.1546 1.1065 0.1 0.3 0.7 0.354
C 9.6769 -2.0638 3.9086 -0.8 0.2 1.1 -1.202
C 8.2065 -2.3658 3.8530 -0.9 -1.4 0.5 -0.137
N 7.4628 -1.9363 5.0807 0.8 -0.6 -1.5 0.182
C 7.7401 -2.1989 6.3929 0.6 0.0 1.0 -0.298
C 6.8378 -1.5400 7.1642 -0.1 0.0 -1.6 -0.481
N 6.0574 -0.9038 6.2251 -3.4 1.5 1.4 0.130
C 6.3634 -1.2032 4.9891 1.5 0.3 0.8 -0.143
C 4.8617 -0.0670 6.4910 -0.8 -0.8 0.8 -0.759
H 9.8899 -1.0277 3.7916 0.1 0.9 -0.7 0.364
H 10.1730 -2.6863 3.1944 0.6 -0.2 -0.2 0.367
H 9.9731 -2.2267 4.9367 0.7 -0.7 0.1 0.320
H 8.0694 -3.4859 3.8232 0.0 1.2 -0.4 0.297
H 7.6806 -1.8585 3.0370 0.1 -0.5 0.0 0.170
H 8.5726 -2.7557 6.7886 0.1 -0.2 -0.6 0.398
H 6.6429 -1.5155 8.2222 0.1 0.1 -0.1 0.452
H 5.9260 -0.7613 4.1155 -0.1 -0.2 -0.3 0.381
H 4.1797 -0.1060 5.6214 0.5 0.0 0.5 0.221
H 5.1002 0.9445 6.7597 0.6 0.5 -0.3 0.301
H 4.3321 -0.4284 7.3992 0.3 -0.2 -0.8 0.323
C -4.5998 -9.4990 -2.4925 1.0 -0.2 2.6 -1.089
C -3.7220 -9.3249 -3.6789 -0.1 1.5 -1.3 -0.469
N -2.2953 -9.4668 -3.4126 0.9 0.4 0.2 0.221
C -1.5843 -10.6016 -3.7456 0.0 0.2 1.4 -0.249
C -0.4106 -10.5403 -3.0900 1.1 0.7 -0.2 -0.515
N -0.3817 -9.2920 -2.4339 0.1 -1.6 -1.3 0.233
C -1.4809 -8.6116 -2.7170 -1.9 -1.5 0.6 -0.307
C 0.7769 -8.7641 -1.8171 1.8 1.9 -0.5 -0.365
H -4.4444 -8.8394 -1.6056 0.9 -0.1 -0.7 0.268
H -4.4188 -10.5051 -2.1162 -0.5 -0.1 0.1 0.334
H -5.6300 -9.2861 -2.5702 -1.3 -0.3 -1.2 0.422
H -3.8084 -8.3295 -4.1180 -0.4 0.0 -0.1 0.332
H -3.9619 -10.0558 -4.4615 0.0 0.2 0.2 0.308
H -1.9611 -11.4432 -4.2758 -0.5 -0.1 -0.5 0.401
H 0.4810 -11.1811 -3.2218 -0.8 0.6 0.6 0.395
H -1.7959 -7.6726 -2.2307 0.4 -0.5 -0.6 0.505
H 1.5870 -8.6028 -2.5697 -0.5 -0.6 0.6 0.351
H 1.1329 -9.2095 -0.9102 -0.1 -1.1 0.1 0.320
H 0.5568 -7.7621 -1.5315 -0.3 0.9 0.3 -0.156
C 1.9462 1.1405 -8.2752 -0.9 -0.5 -0.5 -1.093
C 3.3107 1.6384 -7.9458 1.3 1.1 -2.1 -0.334
N 3.3498 2.9062 -7.1855 -0.2 0.4 0.1 0.225
C 4.4814 3.6266 -6.7283 -1.8 0.2 0.5 -0.697
C 3.9593 4.6778 -5.9953 -0.4 -1.0 -1.1 -0.331
N 2.5866 4.6153 -6.0187 0.1 -2.6 -2.1 0.383
C 2.2385 3.5335 -6.8174 0.9 1.9 2.8 -0.355
C 1.5850 5.3946 -5.3442 -1.8 1.1 1.3 -0.801
H 2.0169 0.4206 -9.1556 -0.3 1.1 1.1 0.343
H 1.2118 1.9550 -8.4336 0.5 -0.6 -0.6 0.356
H 1.5889 0.6069 -7.4189 -0.5 -0.6 0.5 0.166
H 3.7779 1.8966 -8.9329 0.1 -0.4 1.0 0.450
H 3.8744 0.8630 -7.4468 0.3 0.2 0.3 0.334
H 5.5100 3.3300 -6.9249 -0.5 0.1 0.0 0.460
H 4.3911 5.5498 -5.6063 0.9 0.7 0.7 0.593
H 1.1876 3.2723 -6.7869 0.4 -0.5 -0.6 0.380
H 1.1306 6.1758 -6.0090 0.6 -0.7 0.6 0.281
H 1.9611 5.8847 -4.4184 0.2 -0.3 -0.9 0.233
H 0.7437 4.7663 -4.9119 1.2 0.4 -0.9 0.239
B -0.2246 -5.0008 -1.0862 0.1 -0.7 0.0 0.327
F 0.5937 -5.2131 0.0262 0.3 0.9 0.5 -0.318
F -1.4409 -5.6718 -0.7736 -0.4 0.0 -0.3 -0.334
F -0.4909 -3.6475 -1.3987 0.2 -0.3 0.4 -0.165
F 0.4104 -5.6508 -2.1475 -0.2 0.2 -0.6 -0.369
B 1.6423 1.0967 -4.2133 1.0 0.2 0.5 -0.073
F 2.1339 0.8313 -2.8800 -0.4 0.1 -0.4 -0.185
F 2.7833 1.4088 -5.0173 -0.5 -0.4 0.2 -0.146
F 1.0457 -0.1065 -4.6685 0.0 1.0 0.1 -0.304
F 0.8332 2.2510 -4.1484 -0.1 -0.9 -0.3 -0.311
B -0.3264 5.6734 -1.7703 -0.4 1.8 -0.2 0.206
F 0.2982 6.7507 -1.0049 -0.6 -1.1 -0.6 -0.306
F 0.3107 4.4836 -1.4576 -0.2 -0.2 0.0 -0.087
F -1.7415 5.6214 -1.4898 0.7 -0.4 0.3 -0.251
F -0.2518 6.0066 -3.1530 0.3 -0.4 0.7 -0.421
B -3.8600 -0.1708 3.5315 0.3 -0.1 0.2 0.293
F -4.0153 -1.1251 4.6227 -0.5 0.6 -0.6 -0.553
F -4.9077 -0.2168 2.5793 0.8 -0.3 0.8 -0.348
F -3.7263 1.1339 4.0261 -0.1 -0.7 -0.1 -0.348
F -2.6220 -0.6193 2.9555 -0.2 0.4 -0.5 -0.389
B 3.7450 -1.1311 2.5159 1.1 -0.4 0.0 0.329
F 3.3215 -1.6213 3.7650 -0.2 0.3 -0.4 -0.333
F 2.8027 -1.3535 1.4914 0.3 0.0 0.4 -0.292
F 3.9868 0.2898 2.6250 -0.1 -0.8 0.0 -0.518
F 5.0040 -1.8036 2.2173 -1.1 0.9 0.0 -0.414